{"formula": "C30H45FeNO2P2S2", "method": "ωB97M-V/def2-TZVPD", "species": ["Fe", "S", "S", "P", "P", "O", "O", "N", "C", "C", "C", "C", "C", "C", "C", "C", "C", "C", "C", "C", "C", "C", "C", "C", "C", "C", "C", "C", "C", "C", "C", "C", "C", "C", "C", "C", "C", "C", "H", "H", "H", "H", "H", "H", "H", "H", "H", "H", "H", "H", "H", "H", "H", "H", "H", "H", "H", "H", "H", "H", "H", "H", "H", "H", "H", "H", "H", "H", "H", "H", "H", "H", "H", "H", "H", "H", "H", "H", "H", "H", "H", "H", "H"], "positions_angstrom": [[0.2824, -0.5848, 1.0359], [-1.7833, 4.6758, 3.1978], [0.3220, 1.3333, 2.0173], [1.7038, 0.2843, -0.4792], [-1.0667, -0.1597, -0.6291], [-0.8055, 5.7395, 3.1752], [-3.1792, 4.9925, 3.0465], [-1.3257, 3.4120, 2.1968], [-1.3766, -1.5914, -1.7077], [1.6371, -2.0004, 1.8452], [0.6732, -2.7506, 1.0793], [0.8401, 1.7601, -5.2928], [-1.5414, 3.6972, 4.6588], [-0.7555, -1.5032, -5.9762], [-1.0160, 2.4543, 4.3154], [0.9457, -1.3953, 2.9507], [-1.9385, -3.0243, 1.2047], [1.5657, 0.6505, -4.5885], [-0.7284, 1.5492, 5.3370], [-1.4538, 3.1671, 6.9986], [-0.8106, 2.3919, 2.8500], [2.7376, 1.7396, -0.2045], [-1.5434, -1.3120, 3.7296], [0.7343, -1.1048, -6.1682], [-1.7335, 4.0868, 5.9795], [-1.5267, -0.7433, -4.9395], [1.6263, -0.7414, 4.0915], [1.4963, -0.6378, -4.9602], [0.2708, 0.7745, -1.5466], [3.1176, -1.9991, 1.7147], [0.9813, -3.7864, 0.0670], [-0.6288, -2.4479, 1.6065], [-1.4197, 0.5811, -4.7451], [-0.4531, -1.6466, 2.7870], [2.6829, -0.8931, -1.4562], [-0.6361, 1.4694, -5.6711], [-2.5261, 0.8666, -0.6471], [-0.9627, 1.8914, 6.6683], [-3.3940, 0.2147, -0.4812], [-2.3895, -1.9920, 3.5962], [-2.4572, 1.6046, 0.1630], [2.6976, -0.5970, -2.5131], [-2.2779, -3.7701, 1.9393], [0.0879, 1.8597, -1.5161], [-2.0884, 5.0900, 6.2047], [0.7817, -0.3401, -6.9566], [2.2654, -1.9047, -1.3716], [2.2824, 2.4100, 0.5393], [0.3870, 0.4232, -2.5808], [0.1717, -3.9065, -0.6592], [1.2437, -1.1368, 5.0421], [-0.8087, -2.5678, -5.7204], [-1.1537, 2.4376, -5.7417], [-2.3857, -1.9798, -1.5140], [-1.2011, -1.3904, 4.7677], [-2.2847, -1.3360, -4.4106], [-0.6520, -2.4006, -1.5432], [3.4956, -0.9661, 1.7771], [-0.6489, 1.0419, -6.6837], [2.7032, -0.9214, 4.0435], [-1.6140, 3.4325, 8.0447], [-2.7060, -2.2373, 1.1713], [1.9218, -3.5835, -0.4528], [-1.9027, -0.2882, 3.5734], [-1.2358, -1.4031, -6.9614], [1.2479, -1.9907, -6.5699], [3.6999, 1.3792, 0.1875], [-0.3380, 0.5696, 5.0850], [-0.7624, 1.1706, 7.4554], [3.7023, -0.9079, -1.0466], [-2.6149, 1.3727, -1.6177], [-1.8834, -3.5088, 0.2266], [-2.0092, 1.0870, -3.9673], [3.5722, -2.5613, 2.5452], [-1.3014, -1.2592, -2.7463], [0.8793, 2.6533, -4.6594], [1.0994, -4.7633, 0.5608], [3.4371, -2.4417, 0.7662], [1.3550, 2.0312, -6.2278], [2.2280, 0.9712, -3.7742], [1.4736, 0.3444, 4.0886], [2.8765, 2.2666, -1.1600], [2.0942, -1.4007, -4.4430]], "forces_ev_per_angstrom": [[-0.13, 0.83, 1.77], [-0.43, 0.18, 1.12], [-0.67, 2.26, 0.65], [1.23, 0.73, -1.58], [-1.11, 0.24, -2.71], [-0.60, -1.04, -0.44], [0.79, -0.31, -0.30], [1.21, -1.14, -0.38], [-0.24, -0.01, -0.31], [-0.63, -1.41, 1.08], [-0.14, 0.31, 0.82], [-0.19, 0.34, 0.07], [0.18, 0.10, 0.81], [0.22, -0.28, -0.07], [0.03, 0.19, 0.88], [-0.14, -1.41, -0.13], [-0.34, -0.08, -0.11], [0.34, -0.63, -0.39], [0.05, -0.15, -0.23], [0.12, -0.31, -0.40], [-0.80, 2.14, -0.70], [0.36, 0.19, -0.16], [-0.34, 0.36, 0.12], [0.01, -0.22, -0.46], [-0.01, -0.17, -0.09], [-0.46, 0.73, -0.11], [0.13, 0.36, 0.33], [0.31, 0.45, 0.27], [-0.13, -0.24, 0.47], [0.33, 0.08, 0.00], [0.10, -0.41, -0.30], [0.80, -0.92, 1.16], [-0.40, -0.48, -0.08], [0.75, -1.40, 0.02], [0.27, 0.06, -0.35], [0.10, 0.28, -0.24], [-0.58, 0.23, -0.08], [-0.23, 0.56, -0.12], [0.07, 0.29, -0.02], [0.11, 0.12, 0.07], [-0.04, -0.09, -0.24], [0.19, -0.15, 0.34], [0.10, 0.15, -0.22], [0.08, -0.34, 0.07], [0.01, -0.21, -0.01], [0.17, -0.22, 0.28], [0.05, 0.41, -0.09], [0.09, -0.27, -0.38], [-0.14, 0.13, 0.27], [0.25, -0.05, 0.04], [0.14, 0.04, -0.16], [0.01, 0.14, -0.07], [0.12, -0.27, -0.03], [0.26, 0.06, -0.09], [-0.09, -0.01, -0.18], [0.38, 0.38, -0.02], [-0.20, 0.42, 0.02], [0.08, -0.31, -0.08], [-0.18, 0.13, 0.35], [-0.15, -0.01, 0.14], [0.05, -0.04, -0.35], [0.07, -0.25, -0.08], [-0.20, -0.15, -0.01], [-0.11, -0.11, 0.14], [-0.03, -0.09, 0.22], [-0.11, 0.28, 0.02], [-0.16, 0.25, -0.18], [-0.05, 0.25, 0.17], [0.01, 0.11, -0.13], [-0.23, -0.03, -0.22], [-0.14, -0.10, 0.28], [-0.10, 0.03, 0.19], [0.13, -0.33, -0.27], [-0.04, 0.11, -0.33], [-0.08, -0.18, 0.25], [0.00, -0.08, -0.08], [-0.02, 0.24, -0.08], [0.06, 0.06, 0.26], [0.05, -0.05, 0.28], [-0.21, -0.27, -0.27], [0.15, -0.27, 0.12], [0.16, -0.07, 0.34], [-0.27, 0.34, -0.05]], "mulliken_spin": [3.810, 0.001, 0.307, 0.042, 0.023, 0.005, 0.006, 0.066, 0.021, -0.047, 0.170, 0.002, 0.000, 0.000, 0.032, 0.168, 0.024, 0.003, 0.000, -0.002, -0.001, 0.031, 0.012, 0.000, 0.002, 0.001, 0.032, 0.000, 0.029, 0.019, -0.006, 0.071, 0.002, 0.107, 0.005, 0.000, 0.035, 0.002, -0.001, 0.002, 0.001, 0.000, 0.001, -0.010, 0.000, 0.000, 0.004, -0.004, 0.003, 0.005, 0.002, 0.000, 0.000, -0.001, 0.001, -0.001, -0.003, 0.002, 0.000, 0.002, 0.000, 0.001, 0.006, 0.004, 0.000, 0.000, 0.001, 0.003, 0.000, -0.002, 0.003, 0.002, -0.001, 0.000, -0.002, 0.000, 0.007, 0.003, 0.000, -0.002, -0.002, 0.004, 0.001], "relative_energy_kcal_mol": 0.00, "homo_lumo_gap_ev": [7.05, 7.29], "e_lumo_ev": [-2.8873, -4.3398], "homo_ev": [-9.941, -11.632], "multiplicity": 6, "charge": 1}